A cluster of 9 separate species, C23H33Cl16N2O4PS in total at a distorted geometry, computed with the ωB97M-V functional and the def2-TZVPD basis.

The geometry in XYZ format:
```
80
Properties=species:S:1:pos:R:3:forces:R:3
C -1.007435 1.672699 -1.972461 0.246 -0.592 0.538
C -0.061300 1.178684 -1.378635 1.017 0.437 0.737
C 1.148447 0.791613 -0.514365 0.341 -0.931 1.070
C 2.549987 1.291775 -0.862385 0.527 -1.701 2.607
C 2.891426 2.242786 -2.082591 1.054 -1.024 0.673
O 2.090190 2.033068 -3.256571 -0.667 1.993 1.391
C 1.282546 3.242835 -3.393564 -0.770 0.302 -0.266
C 3.659290 0.871283 0.051388 -2.464 0.234 0.115
C 3.459533 -0.000563 1.295977 -0.925 1.514 -2.296
N 4.607521 -0.258751 2.059458 -3.709 -1.780 1.801
C 4.258023 -1.009414 3.153911 -0.160 0.110 -0.411
C 2.879754 -1.530982 3.486225 -0.415 0.643 -0.905
C 2.647579 -2.403896 4.799509 0.595 1.232 -0.419
S 0.944017 -2.086369 5.464825 0.234 -0.068 0.136
C 1.088904 -1.096711 7.027892 -0.146 0.402 1.105
C 0.097992 0.162762 7.049786 0.129 -1.390 -0.326
N 1.776884 -1.268931 2.713930 3.871 0.783 -0.009
C 2.076690 -0.465716 1.604483 -0.573 0.110 -0.688
C 0.908806 -0.091678 0.686847 1.834 2.166 -2.183
P -0.850578 -0.658842 0.940581 -1.571 -2.094 1.904
O -1.081286 -1.463633 2.174635 0.604 1.251 -1.562
O -1.212756 -1.675825 -0.381117 1.562 2.375 0.766
O -1.966917 0.595967 0.911478 1.367 -1.886 -1.353
H -1.911866 2.133399 -2.450599 1.652 -1.056 0.786
H 2.900595 3.301871 -1.692703 -0.299 -0.957 -0.599
H 3.955991 2.008533 -2.379839 -1.623 0.568 0.367
H 1.910691 4.071705 -3.833502 -0.593 -0.790 0.476
H 0.853665 3.566772 -2.388357 0.671 -0.380 -1.280
H 0.383055 3.073696 -4.062358 1.252 -0.140 0.604
H 4.746256 1.213100 -0.172245 -2.828 -0.381 1.505
H 5.091928 -1.263832 3.880481 -1.101 0.336 -1.036
H 3.384228 -2.070268 5.585651 -0.612 -0.502 -0.856
H 2.817838 -3.494893 4.560352 -0.372 1.197 0.349
H 0.773904 -1.764725 7.884110 0.618 0.587 -0.927
H 2.150220 -0.747595 7.227413 -1.186 -0.479 -0.454
H 0.147177 0.626697 6.025290 -0.166 -0.172 1.323
H 0.418412 0.845575 7.878916 -0.355 -0.791 -0.976
H -0.971672 -0.168613 7.264276 1.377 0.337 -0.396
H -0.521692 -1.454653 -1.051581 -0.852 -0.294 0.204
H -2.593458 0.348097 0.190990 0.467 0.512 0.577
C -1.935817 -4.114252 -2.351754 -0.032 -0.052 0.282
Cl -1.447083 -5.462014 -3.386566 -0.076 -0.100 0.178
Cl -2.140090 -2.629837 -3.292502 0.068 0.000 0.076
H -2.879722 -4.361081 -1.872091 0.070 0.041 -0.170
H -1.170584 -3.951398 -1.597150 -0.059 0.039 -0.155
C 1.167076 3.619257 5.519742 -0.014 0.201 -0.031
Cl 1.872643 2.259779 4.634347 0.061 0.053 -0.132
Cl 0.633721 3.131980 7.135435 0.102 0.925 -0.150
H 1.915809 4.401870 5.617317 -0.020 -0.178 0.041
H 0.310697 3.994834 4.964428 0.053 -0.171 0.070
C -3.074372 -0.716267 -6.077331 0.136 -0.228 0.063
Cl -4.729931 -0.279323 -6.522589 -0.079 -0.021 0.010
Cl -2.032822 0.709783 -6.012737 0.044 -0.010 0.065
H -3.087135 -1.189047 -5.098049 -0.107 0.204 -0.191
H -2.680317 -1.408901 -6.817502 -0.066 0.160 0.013
C -8.049416 -2.384241 -6.324584 0.152 0.085 -0.114
Cl -8.180224 -4.130060 -6.081254 0.072 -0.012 -0.076
Cl -9.115196 -1.502751 -5.223743 0.041 0.096 -0.044
H -7.021210 -2.078178 -6.141140 -0.166 -0.090 0.088
H -8.327272 -2.148588 -7.349274 -0.081 -0.079 0.149
C 0.496992 -5.459536 -6.380086 -0.006 0.042 0.183
Cl 1.244520 -7.023042 -6.728445 0.033 0.000 0.082
Cl -0.270879 -4.780395 -7.821243 -0.039 0.099 0.039
H -0.257744 -5.593131 -5.609043 0.112 -0.013 -0.279
H 1.263704 -4.771495 -6.031511 -0.045 -0.092 -0.145
C -4.523647 3.253263 -4.106371 -0.237 -0.088 -0.249
Cl -2.963156 3.690626 -3.393602 -0.313 0.550 -0.393
Cl -5.702861 2.837303 -2.859195 0.001 -0.012 -0.079
H -4.897874 4.098404 -4.679226 0.086 -0.021 0.178
H -4.383602 2.395445 -4.761118 0.072 0.042 0.159
C -2.277663 3.501598 9.610002 -0.045 0.124 -0.182
Cl -0.774900 2.751335 10.160169 0.042 0.020 0.016
Cl -3.654943 2.966301 10.579550 -0.041 0.058 -0.056
H -2.184239 4.581608 9.695908 0.016 -0.150 0.110
H -2.448806 3.226903 8.571508 0.041 -0.090 0.154
C 7.138353 0.375274 -2.529381 0.152 -0.083 -0.383
Cl 5.554000 0.737212 -1.821136 2.103 -1.058 -1.450
Cl 8.444272 1.056521 -1.554503 -0.003 -0.035 -0.058
H 7.262218 -0.703908 -2.581523 -0.056 0.125 0.130
H 7.184906 0.801125 -3.529293 0.000 0.039 0.160
```
Positions in Å, forces in eV/Å.

Summary:
Structure (SMILES): C#Cc1c(COC)cc2ncc(CSCC)nc2c1P(=O)(O)O.ClCCl.ClCCl.ClCCl.ClCCl.ClCCl.ClCCl.ClCCl.ClCCl
LUMO level in eV: -1.1
HOMO energy in eV: -8.224
Calculated total energy in eV: -256034.148
Gap between HOMO and LUMO in eV: 7.08

---

The ion C27H38ClN3O5P with charge +1, computed with the ωB97M-V functional and the def2-TZVPD basis.

The geometry in XYZ format:
```
75
Properties=species:S:1:pos:R:3:forces:R:3
C 1.718262 -4.459150 0.020108 -0.113 0.102 0.011
C 0.643017 -4.196789 1.043953 -0.148 -0.115 0.193
O -0.324451 -4.917613 1.181043 0.242 0.129 0.019
N 0.857454 -3.087876 1.863508 -0.741 0.020 -0.464
C -0.246348 -2.747209 2.777800 0.381 -0.086 -0.246
C -0.031974 -1.365037 3.406425 -0.522 -0.072 -0.098
C -0.956677 -0.297837 2.786481 0.323 0.143 0.159
C -0.266665 0.375698 1.588572 -0.464 -0.719 -0.306
C -1.052268 1.201509 0.518287 -0.090 0.620 0.478
C -0.153306 2.413322 0.212681 -0.391 0.062 -0.105
C 1.345596 2.321903 -0.216888 0.262 0.279 0.014
C 1.743280 1.825226 -1.608596 -0.315 0.274 -0.025
O 2.202657 1.808770 0.798783 -0.207 -0.106 0.105
C 2.718431 0.483705 0.726462 0.099 -0.267 0.189
C 4.206335 0.427843 0.496195 -0.117 -0.008 -0.058
C 4.761261 0.206534 -0.757112 -0.185 0.014 -0.080
C 6.133264 0.152997 -0.924751 -0.028 0.009 -0.164
C 6.964548 0.312540 0.168188 0.184 -0.037 -0.158
C 6.421380 0.505913 1.424826 0.302 0.035 0.122
C 5.052672 0.561960 1.586697 -0.132 0.073 0.185
C -2.518456 1.430973 1.008502 -0.232 0.070 0.098
P -3.662588 2.905149 0.760133 -0.293 -0.421 -0.132
O -3.725514 3.194352 -0.847039 0.179 -0.094 0.045
Cl -2.463230 4.464891 1.277689 0.132 0.098 0.096
C -3.259687 0.101634 0.638584 -0.148 -0.010 0.090
C -2.211634 -0.733742 -0.116139 -0.850 -0.361 0.164
C -2.618035 -1.927618 -0.996495 0.139 0.043 -0.257
O -3.964939 -2.222731 -0.669440 -0.051 -0.042 0.035
N -4.371513 -3.443742 -1.371506 0.240 -0.030 -0.006
O -5.376090 -3.813353 -0.964536 -0.245 0.005 -0.009
N -1.362380 0.318836 -0.751084 0.391 -0.412 0.498
C -2.033888 0.970143 -1.921983 -0.111 0.035 -0.021
C -1.405647 1.989947 -2.611425 -0.012 -0.045 -0.132
C -2.012815 2.571268 -3.712742 0.034 0.034 -0.043
C -3.257338 2.150576 -4.136597 0.079 0.168 -0.082
C -3.905297 1.156464 -3.429489 -0.047 -0.095 0.010
C -3.304641 0.566491 -2.328352 0.021 0.037 0.017
H 2.176554 -5.414083 0.268580 0.058 -0.032 -0.047
H 1.259585 -4.551984 -0.962063 0.004 -0.073 -0.049
H 2.487434 -3.689520 0.002735 0.038 0.005 0.024
H 1.142627 -2.303914 1.288919 0.520 0.039 0.286
H -0.302541 -3.539009 3.520224 0.061 0.029 0.086
H -1.198404 -2.790563 2.238517 -0.087 -0.027 0.026
H 1.014788 -1.086267 3.285800 0.077 0.096 0.234
H -0.257068 -1.419745 4.469241 0.165 -0.022 0.060
H -1.882698 -0.798698 2.531883 -0.190 0.027 0.030
H -1.205075 0.447710 3.542391 0.026 0.108 -0.043
H 0.500525 1.020154 2.003324 0.093 0.009 -0.162
H 0.235765 -0.424631 1.040583 0.345 0.039 -0.062
H -0.665219 3.105856 -0.449958 0.039 0.022 -0.174
H -0.135247 2.954933 1.157415 0.062 -0.018 0.112
H 1.612369 3.381811 -0.234222 0.008 0.009 0.091
H 1.567943 2.621413 -2.331448 -0.132 -0.027 -0.085
H 1.223395 0.941403 -1.974174 0.117 -0.235 0.017
H 2.816188 1.664599 -1.621566 -0.014 -0.103 0.022
H 2.196129 -0.147405 -0.000368 -0.027 0.187 -0.221
H 2.530417 0.026647 1.701958 -0.066 0.026 0.051
H 4.118105 0.075192 -1.617743 -0.012 -0.085 -0.047
H 6.543805 -0.011176 -1.911465 0.054 -0.015 -0.004
H 8.035819 0.278796 0.033213 0.065 -0.019 0.047
H 7.081555 0.605874 2.274331 -0.034 0.034 0.093
H 4.632210 0.709285 2.573441 -0.022 0.014 0.045
H -2.583885 1.460406 2.100467 0.660 0.110 0.050
H -4.468690 2.709196 -1.228424 -0.080 0.200 -0.121
H -3.521164 -0.460795 1.529197 -0.140 0.076 0.100
H -4.207887 0.257926 0.129322 0.123 0.034 -0.231
H -1.647447 -1.200651 0.676686 0.559 0.234 -0.117
H -1.974716 -2.781006 -0.771825 -0.054 -0.026 0.167
H -2.503498 -1.730463 -2.061753 -0.032 0.061 -0.071
H -0.473040 -0.106944 -1.018796 0.013 0.187 -0.353
H -0.458550 2.375968 -2.314846 0.339 -0.062 0.082
H -1.503134 3.365531 -4.239588 0.043 0.013 0.021
H -3.710208 2.608280 -5.003602 -0.093 -0.019 -0.024
H -4.887075 0.822780 -3.736004 -0.023 -0.041 0.022
H -3.872441 -0.182858 -1.811126 -0.028 -0.086 0.002
```
Positions in Å, forces in eV/Å.

Summary:
Structure (SMILES): CC(=O)NCCCC[C@]1(C[C@H](C)OCc2ccccc2)[C@@H](P(O)Cl)C[C@@H](CON=O)[N@H+]1c1ccccc1
Total charge: +1
LUMO level in eV: -2.7
HOMO energy in eV: -11.657
Calculated total energy in eV: -65125.624
Gap between HOMO and LUMO in eV: 8.92

---

The lowest LUMO level belongs to which entry? C27H38ClN3O5P

---

Among the records above, which one has the lowest calculated total energy? C23H33Cl16N2O4PS